C11H28GeO3RuSe5 | ωB97M-V/def2-TZVPD

## Properties
net charge: +1
spin multiplicity: 2
HOMO-LUMO gap (spin up / spin down): 5.2530 / 5.5051 eV
lowest unoccupied orbital energy (spin up / spin down): -5.342 / -5.136 eV

Positions of all 49 atoms, in Å:
Ru (0.904, -1.013, 0.157)
C (1.272, -1.386, 3.507)
O (1.345, -0.440, 2.452)
C (2.549, 0.318, 2.480)
C (2.349, 1.595, 1.655)
O (2.005, 1.318, 0.306)
C (3.025, 1.475, -0.663)
C (4.089, 0.379, -0.594)
O (3.429, -0.868, -0.500)
C (4.335, -1.957, -0.515)
H (1.251, -0.869, 4.469)
H (2.123, -2.075, 3.487)
H (0.348, -1.949, 3.378)
H (3.375, -0.299, 2.094)
H (2.778, 0.604, 3.513)
H (3.242, 2.223, 1.721)
H (1.499, 2.145, 2.078)
H (3.511, 2.452, -0.568)
H (2.501, 1.418, -1.622)
H (4.747, 0.525, 0.277)
H (4.708, 0.419, -1.499)
H (4.846, -2.027, -1.479)
H (3.754, -2.865, -0.356)
H (5.079, -1.854, 0.284)
Se (0.503, -1.218, -2.178)
Se (-1.185, -2.605, -2.460)
Se (-0.764, -4.238, 0.344)
Se (1.249, -3.380, 0.690)
C (-4.465, -0.700, -1.212)
Ge (-3.539, 1.009, -1.625)
C (-2.493, 0.970, -3.305)
C (-4.908, 2.432, -1.746)
C (-2.335, 1.638, -0.088)
Se (-0.933, 0.601, 0.787)
C (-2.073, -0.850, 1.441)
H (-5.329, -0.770, -1.867)
H (-4.829, -0.714, -0.188)
H (-3.845, -1.576, -1.393)
H (-3.128, 0.622, -4.115)
H (-1.630, 0.315, -3.251)
H (-2.152, 1.970, -3.555)
H (-5.606, 2.182, -2.542)
H (-4.467, 3.396, -1.979)
H (-5.474, 2.524, -0.825)
H (-2.988, 1.917, 0.745)
H (-1.837, 2.555, -0.416)
H (-2.595, -1.297, 0.591)
H (-2.789, -0.444, 2.154)
H (-1.453, -1.607, 1.929)

Mulliken population analysis, charges in e, atoms 1 to 8: number 1, Ru, carries 1.1698; number 2, C, carries -0.9819; number 3, O, carries 0.0989; number 4, C, carries -0.4589; number 5, C, carries -0.7481; number 6, O, carries -0.2000; number 7, C, carries -0.7265; number 8, C, carries -0.6211


C29H41As4CoS | ωB97M-V/def2-TZVPD

## Properties
net charge: +1
energy relative to the best compared isomer or geometry (same formula, charge and spin): 10.9 kcal/mol
spin multiplicity: 4
HOMO-LUMO gap (spin up / spin down): 8.0535 / 7.0590 eV
lowest unoccupied orbital energy (spin up / spin down): -2.193 / -3.347 eV

Positions of all 76 atoms, in Å:
Co (-0.781, -0.579, -0.553)
C (-1.375, 2.695, 1.947)
As (-0.379, 1.133, 1.266)
C (1.348, 2.039, 1.039)
C (0.163, 0.193, 2.919)
C (-0.833, -0.689, 3.674)
C (-2.185, 0.017, 3.791)
C (-1.057, -2.037, 2.983)
As (-1.776, -2.103, 1.133)
C (-1.522, -4.027, 0.928)
C (-3.722, -2.117, 1.384)
C (-0.303, -0.925, 5.102)
As (1.546, -1.569, 5.623)
C (2.040, -2.955, 4.302)
C (2.766, -0.167, 4.938)
H (-0.893, 3.082, 2.847)
H (-2.412, 2.445, 2.168)
H (-1.361, 3.469, 1.180)
H (1.597, 2.606, 1.939)
H (1.334, 2.723, 0.186)
H (2.124, 1.292, 0.856)
H (0.533, 0.973, 3.597)
H (1.019, -0.424, 2.616)
H (-2.604, 0.168, 2.790)
H (-2.073, 0.979, 4.287)
H (-2.872, -0.591, 4.377)
H (-1.743, -2.638, 3.593)
H (-0.111, -2.580, 2.920)
H (-1.975, -4.555, 1.771)
H (-0.458, -4.262, 0.886)
H (-1.982, -4.375, 0.003)
H (-3.994, -2.667, 2.286)
H (-4.149, -2.624, 0.516)
H (-4.133, -1.110, 1.432)
H (-0.980, -1.628, 5.601)
H (-0.396, 0.017, 5.657)
H (1.354, -3.798, 4.347)
H (3.026, -3.320, 4.589)
H (2.104, -2.584, 3.279)
H (2.462, 0.818, 5.283)
H (2.864, -0.161, 3.855)
H (3.748, -0.372, 5.362)
S (-0.230, -2.461, -1.767)
C (0.625, -2.088, -3.246)
C (0.819, -3.087, -4.199)
C (1.504, -2.804, -5.366)
C (1.996, -1.528, -5.601)
C (1.810, -0.535, -4.652)
C (1.124, -0.799, -3.478)
As (0.849, 0.500, -2.063)
C (1.752, 2.079, -2.810)
C (3.140, 2.061, -2.685)
C (3.905, 3.089, -3.203)
C (3.282, 4.157, -3.831)
C (1.901, 4.188, -3.948)
C (1.133, 3.152, -3.437)
C (-1.039, 0.927, -2.408)
C (-1.584, 2.031, -1.739)
C (-2.891, 2.424, -1.964)
C (-3.679, 1.720, -2.864)
C (-3.159, 0.621, -3.528)
C (-1.851, 0.226, -3.303)
H (0.441, -4.078, -4.004)
H (1.665, -3.586, -6.093)
H (2.533, -1.309, -6.513)
H (2.200, 0.462, -4.818)
H (3.606, 1.214, -2.185)
H (4.980, 3.060, -3.109)
H (3.875, 4.965, -4.232)
H (1.419, 5.022, -4.439)
H (0.053, 3.179, -3.539)
H (-0.941, 2.618, -1.082)
H (-3.293, 3.281, -1.441)
H (-4.690, 2.040, -3.058)
H (-3.770, 0.072, -4.228)
H (-1.443, -0.608, -3.863)

Mulliken population analysis, charges in e, atoms 1 to 8: number 1, Co, carries -0.3825; number 2, C, carries -1.3659; number 3, As, carries 1.1803; number 4, C, carries -1.3315; number 5, C, carries -1.4725; number 6, C, carries 2.5952; number 7, C, carries -1.8413; number 8, C, carries -1.5854


C19H18BN8Ru | ωB97M-V/def2-TZVPD

## Properties
net charge: +2
energy relative to the best compared isomer or geometry (same formula, charge and spin): 57.7 kcal/mol
spin multiplicity: 2
HOMO-LUMO gap (spin up / spin down): 7.2497 / 2.8257 eV
lowest unoccupied orbital energy (spin up / spin down): -7.009 / -11.262 eV

Positions of all 47 atoms, in Å:
Ru (0.000, 0.246, 0.272)
C (3.175, -0.146, -2.730)
C (2.668, -0.471, -1.478)
N (1.516, 0.178, -1.291)
N (1.255, 0.907, -2.392)
C (2.244, 0.738, -3.272)
B (0.000, 1.798, -2.512)
N (0.000, 2.735, -1.295)
C (0.000, 4.066, -1.339)
C (0.000, 4.551, -0.036)
C (0.000, 3.416, 0.757)
N (0.000, 2.311, -0.006)
N (-1.255, 0.907, -2.392)
C (-2.244, 0.738, -3.272)
C (-3.175, -0.146, -2.730)
C (-2.668, -0.471, -1.478)
N (-1.516, 0.178, -1.291)
H (4.078, -0.495, -3.186)
H (3.082, -1.121, -0.727)
H (2.251, 1.243, -4.218)
H (0.000, 2.404, -3.517)
H (0.000, 4.604, -2.267)
H (0.000, 5.576, 0.273)
H (0.000, 3.400, 1.829)
H (-2.251, 1.242, -4.218)
H (-4.078, -0.495, -3.186)
H (-3.082, -1.121, -0.727)
C (0.000, 0.761, 4.649)
C (0.000, -0.574, 5.092)
C (0.000, -1.597, 4.187)
C (0.000, -1.313, 2.785)
N (0.000, 0.017, 2.380)
C (0.000, 0.984, 3.284)
C (0.000, -2.272, 1.762)
C (0.000, -3.686, 1.953)
C (0.000, -4.526, 0.880)
C (0.000, -3.969, -0.428)
C (0.000, -2.600, -0.573)
N (0.000, -1.744, 0.456)
H (0.000, 1.595, 5.331)
H (0.000, -0.772, 6.152)
H (0.000, -2.624, 4.511)
H (0.000, 1.996, 2.909)
H (0.000, -4.085, 2.955)
H (0.000, -5.598, 1.005)
H (0.000, -4.609, -1.296)
H (0.000, -2.153, -1.566)

Mulliken population analysis, charges in e, atoms 1 to 8: number 1, Ru, carries 0.2036; number 2, C, carries -0.9428; number 3, C, carries -0.4573; number 4, N, carries 0.1141; number 5, N, carries 0.2516; number 6, C, carries -0.0530; number 7, B, carries -0.0931; number 8, N, carries -0.0953


C6H9N2 | ωB97M-V/def2-TZVPD

## Properties
net charge: +1
energy relative to the best compared isomer or geometry (same formula, charge and spin): 166.0 kcal/mol
HOMO-LUMO gap: 8.6618 eV
lowest unoccupied orbital energy: -5.430 eV

Positions of all 17 atoms, in Å:
C (-2.613, 1.959, -0.922)
C (-2.899, 1.235, -0.009)
C (1.399, -0.376, 0.924)
C (0.418, 0.168, -0.869)
C (0.985, -1.132, -0.306)
C (0.919, -2.354, -0.801)
N (0.802, 2.017, 0.753)
N (0.824, 0.876, 0.438)
H (-2.620, 2.797, -1.574)
H (0.952, -0.917, 1.803)
H (2.477, -0.174, 1.239)
H (0.917, 0.708, -1.624)
H (-0.705, 0.375, -0.869)
H (1.625, -3.061, -0.413)
H (0.382, -2.646, -1.658)
H (-2.864, 0.589, 0.827)
H (1.189, 2.269, 1.668)

Mulliken population analysis, charges in e, atoms 1 to 8: number 1, C, carries -0.3747; number 2, C, carries -0.2880; number 3, C, carries -0.4603; number 4, C, carries -0.1448; number 5, C, carries 0.5123; number 6, C, carries -0.9388; number 7, N, carries -0.7053; number 8, N, carries 0.8515


C6H8NaO6 | ωB97M-V/def2-TZVPD

## Properties
net charge: 0
energy relative to the best compared isomer or geometry (same formula, charge and spin): 14.6 kcal/mol
spin multiplicity: 2
HOMO-LUMO gap (spin up / spin down): 7.2718 / 7.3184 eV
lowest unoccupied orbital energy (spin up / spin down): -1.231 / -1.231 eV

Positions of all 21 atoms, in Å:
O (-4.129, 2.288, 1.105)
C (-3.586, 1.370, 0.439)
O (-3.964, 1.047, -0.715)
O (-2.533, 0.765, 1.005)
C (-1.931, -0.331, 0.311)
C (-0.855, -0.926, 1.186)
H (-1.513, 0.031, -0.638)
H (-2.706, -1.075, 0.074)
H (0.113, -0.982, 0.667)
H (-0.710, -0.341, 2.104)
Na (-5.877, 2.905, -0.647)
O (-0.355, -5.388, 3.179)
C (-0.067, -6.618, 2.704)
C (-1.403, -4.841, 2.467)
O (0.798, -7.320, 3.139)
O (-0.839, -6.899, 1.659)
C (-1.797, -5.855, 1.439)
H (-1.117, -1.999, 1.510)
H (-2.100, -4.253, 3.061)
H (-2.809, -6.263, 1.588)
H (-1.705, -5.502, 0.402)

Mulliken population analysis, charges in e, atoms 1 to 8: number 1, O, carries -0.8057; number 2, C, carries 0.8071; number 3, O, carries -0.7960; number 4, O, carries -0.2871; number 5, C, carries -0.2260; number 6, C, carries -0.6293; number 7, H, carries 0.2632; number 8, H, carries 0.2919


C2H7N3O | ωB97M-V/def2-TZVPD

## Properties
net charge: 0
energy relative to the best compared isomer or geometry (same formula, charge and spin): 246.2 kcal/mol
HOMO-LUMO gap: 8.0675 eV
lowest unoccupied orbital energy: -0.310 eV

Positions of all 13 atoms, in Å:
C (-0.320, -0.427, 1.858)
C (-0.659, 0.274, -1.176)
H (-1.502, -0.471, 2.273)
H (0.397, 0.613, 1.931)
H (0.291, -1.057, 2.582)
H (-0.187, -2.351, 0.712)
H (-1.675, 0.566, -1.784)
H (1.077, 1.638, -2.187)
H (1.999, 0.080, -0.091)
N (0.066, -1.217, 0.650)
N (-1.021, -0.744, -0.339)
N (0.582, 0.844, -1.343)
O (1.010, 1.216, -0.037)

Mulliken population analysis, charges in e, atoms 1 to 8: number 1, C, carries -0.5853; number 2, C, carries 0.1219; number 3, H, carries 0.2477; number 4, H, carries 0.1973; number 5, H, carries 0.2922; number 6, H, carries 0.3248; number 7, H, carries 0.2846; number 8, H, carries 0.2944


C5H10O | ωB97M-V/def2-TZVPD

## Properties
net charge: 0
energy relative to the best compared isomer or geometry (same formula, charge and spin): 37.0 kcal/mol
HOMO-LUMO gap: 10.6417 eV
lowest unoccupied orbital energy: 1.050 eV

Positions of all 16 atoms, in Å:
C (-0.361, -1.389, -0.219)
C (0.905, -0.863, 0.470)
C (1.179, 0.593, 0.071)
C (-0.142, 1.349, 0.245)
C (-1.322, 0.753, -0.498)
O (-2.431, 0.587, -0.023)
H (-1.286, -0.820, -0.045)
H (-0.760, -2.290, 0.222)
H (-0.196, -1.534, -1.295)
H (1.765, -1.502, 0.232)
H (0.770, -0.914, 1.557)
H (1.975, 1.047, 0.684)
H (1.532, 0.650, -0.968)
H (-0.418, 1.396, 1.303)
H (-0.094, 2.366, -0.158)
H (-1.114, 0.571, -1.577)

Mulliken population analysis, charges in e, atoms 1 to 8: number 1, C, carries -1.0146; number 2, C, carries -0.3648; number 3, C, carries -0.5885; number 4, C, carries -0.6007; number 5, C, carries 0.0430; number 6, O, carries -0.5815; number 7, H, carries 0.2186; number 8, H, carries 0.3891


C15H26Br2ClFIN4O3S | ωB97M-V/def2-TZVPD

## Properties
net charge: +1
HOMO-LUMO gap: 7.2017 eV
lowest unoccupied orbital energy: -4.052 eV

Positions of all 54 atoms, in Å:
C (3.450, 0.892, 2.938)
C (3.589, 0.511, 1.403)
C (4.161, -0.954, 1.321)
C (2.189, 0.698, 0.697)
C (2.299, 1.940, -0.295)
N (0.996, 2.384, -0.811)
C (0.109, 3.396, -0.549)
N (0.259, 4.386, 0.346)
I (-1.321, 5.735, 0.474)
C (1.378, 4.664, 1.218)
C (1.407, 3.702, 2.468)
O (0.534, 2.929, 2.592)
F (2.422, 3.868, 3.350)
N (-1.044, 3.370, -1.300)
C (-0.839, 2.258, -2.079)
N (0.350, 1.682, -1.796)
C (0.783, 0.468, -2.523)
C (-0.384, -0.488, -2.942)
C (-1.326, -0.946, -1.774)
C (-0.560, -1.466, -0.512)
S (-1.771, -2.235, 0.639)
O (-2.308, -3.468, 0.120)
O (-2.776, -1.223, 0.887)
Cl (-0.741, -2.506, 2.409)
H (2.403, 1.184, 3.185)
H (3.760, 0.091, 3.639)
H (4.060, 1.816, 3.108)
H (4.329, 1.185, 0.912)
H (4.751, -1.202, 2.239)
H (4.911, -0.997, 0.488)
H (3.372, -1.732, 1.222)
H (1.326, 0.785, 1.394)
H (1.996, -0.222, 0.083)
H (2.866, 1.537, -1.175)
H (2.939, 2.733, 0.135)
H (2.371, 4.719, 0.707)
H (1.235, 5.683, 1.660)
H (-1.589, 1.911, -2.807)
H (1.589, -0.093, -1.993)
H (1.265, 0.822, -3.475)
H (-0.985, -0.096, -3.799)
H (0.106, -1.416, -3.338)
H (-2.020, -0.137, -1.458)
H (-1.939, -1.793, -2.177)
H (0.284, -2.152, -0.750)
H (-0.172, -0.577, 0.043)
Br (-5.051, -6.260, -2.266)
C (-5.354, -4.917, -0.886)
C (-6.408, -5.364, 0.093)
Br (-8.197, -5.188, -0.659)
H (-5.608, -3.991, -1.395)
H (-4.393, -4.801, -0.387)
H (-6.407, -4.724, 0.975)
H (-6.295, -6.401, 0.400)

Mulliken population analysis, charges in e, atoms 1 to 8: number 1, C, carries -1.2691; number 2, C, carries 0.5621; number 3, C, carries -1.4136; number 4, C, carries -0.0337; number 5, C, carries -1.5764; number 6, N, carries 0.2615; number 7, C, carries 0.8997; number 8, N, carries -0.5913